Run P
{
  "formula": "C2H6N2O2S",
  "method": "ωB97M-V with the def2-TZVPD basis set",
  "e_lumo_ev": [-2.92, -2.82],
  "charge": 0,
  "e_homo_ev": [-9.72, -9.44],
  "elements": ["C", "C", "N", "N", "O", "O", "S", "H", "H", "H", "H", "H", "H"],
  "xyz": [[0.2757, -0.3935, 1.4065], [-0.4895, -0.4198, 0.1111], [0.2087, -0.0031, -1.0855], [-1.2763, -1.8318, -1.7579], [0.6116, -2.8314, -3.1563], [1.0668, -1.0034, -1.4720], [-0.0156, -1.6827, -2.5141], [-0.0114, -1.1631, 2.0690], [1.3246, -0.5358, 1.1747], [0.1289, 0.5351, 1.8218], [-1.4301, 0.0496, 0.0692], [-0.6900, -1.5281, -0.2520], [-0.0812, -0.6892, -3.5123]]
}

Run Q
{
  "formula": "C2H6N2O2S",
  "method": "ωB97M-V with the def2-TZVPD basis set",
  "e_lumo_ev": 0.44,
  "charge": 0,
  "e_homo_ev": -8.74,
  "elements": ["C", "C", "N", "N", "O", "O", "S", "H", "H", "H", "H", "H", "H"],
  "xyz": [[-0.8792, -0.8391, 0.0360], [-0.2042, 0.4413, 0.3311], [2.1322, -1.0619, -0.1255], [-0.9618, 1.5661, -0.1185], [-1.9248, -0.7385, -0.7332], [-0.4594, -1.8817, 0.5242], [1.5021, 0.4352, -0.4823], [-0.0093, 0.5300, 1.4534], [1.3015, -1.7570, -0.0746], [2.7220, -1.1653, 0.7338], [-0.6977, 2.4498, 0.5052], [-2.0530, 0.0836, -1.0759], [-0.4683, 1.9375, -0.9738]]
}

Which of them is most stable? Easy: run Q.

Run P
{
  "formula": "C2H6N2O2S",
  "method": "ωB97M-V with the def2-TZVPD basis set",
  "e_lumo_ev": 0.69,
  "charge": 0,
  "e_homo_ev": -8.99,
  "elements": ["C", "C", "H", "H", "H", "H", "H", "H", "N", "N", "O", "O", "S"],
  "xyz": [[-0.2581, 0.3045, 1.2898], [0.2590, 0.3122, -0.1118], [-1.4057, -1.7701, 0.9591], [0.5253, -0.2129, 1.9440], [-0.4246, 1.3034, 1.6174], [-0.8417, 1.9263, -0.7269], [0.3019, 0.5148, -2.3828], [1.4284, -2.3982, -0.4021], [0.0929, 1.5191, -0.8213], [0.8256, -0.6586, -0.7346], [0.4112, 1.4514, -2.1625], [0.9336, -1.7628, 0.1079], [-1.8478, -0.5290, 1.4238]]
}

Run Q
{
  "formula": "C2H6N2O2S",
  "method": "ωB97M-V with the def2-TZVPD basis set",
  "e_lumo_ev": [-0.44, -0.44],
  "charge": 0,
  "e_homo_ev": [-9.32, -9.33],
  "elements": ["C", "C", "N", "N", "O", "O", "S", "H", "H", "H", "H", "H", "H"],
  "xyz": [[1.4309, 1.1207, -0.5253], [-2.0284, -0.8659, -0.1076], [2.6543, 1.2535, -0.3225], [0.9565, -0.1945, -0.7016], [-0.1862, -1.8596, 1.5499], [-0.5921, 0.6040, 1.5697], [-0.5775, -0.6655, 0.9000], [0.6561, 1.8174, -0.6335], [-2.8518, -0.2896, 0.4134], [-1.9687, -0.4291, -1.1613], [-2.1964, -1.9418, -0.2372], [3.0313, 2.3209, -0.3331], [1.6720, -0.8703, -0.4110]]
}

Which of them is most stable? Easy: run Q.

Run P
{
  "formula": "C19H22N2O4",
  "method": "ωB97M-V with the def2-TZVPD basis set",
  "e_lumo_ev": 0.78,
  "charge": 0,
  "e_homo_ev": -7.97,
  "elements": ["C", "H", "H", "H", "C", "N", "H", "C", "C", "C", "C", "C", "C", "C", "H", "O", "C", "O", "H", "H", "H", "H", "H", "H", "H", "C", "N", "H", "C", "C", "C", "C", "C", "C", "C", "H", "O", "C", "O", "H", "H", "H", "H", "H", "H", "H", "H"],
  "xyz": [[-2.0273, -4.1887, 0.3963], [-2.5181, -4.6957, 1.2220], [-2.0739, -4.8191, -0.4868], [-0.9840, -4.0192, 0.6475], [-2.7122, -2.8491, 0.1306], [-2.8645, -2.1677, 1.4014], [-1.9551, -1.9697, 1.8027], [-3.7260, -1.0035, 1.4458], [-3.2072, 0.2352, 0.7460], [-3.8929, 0.7905, -0.3241], [-3.4150, 1.8992, -1.0197], [-2.2178, 2.4268, -0.6037], [-1.5266, 1.8854, 0.4801], [-1.9983, 0.7982, 1.1714], [-1.4597, 0.4061, 2.0202], [-0.3757, 2.6017, 0.6878], [-0.3660, 3.6127, -0.2962], [-1.5172, 3.4942, -1.1029], [0.5359, 3.5089, -0.9209], [-0.3566, 4.6003, 0.1916], [-3.9533, 2.3222, -1.8508], [-4.8273, 0.3477, -0.6353], [-3.8855, -0.7706, 2.5051], [-4.6886, -1.2910, 1.0145], [-3.7259, -3.0277, -0.2505], [-1.9361, -2.0755, -0.9567], [-0.5905, -1.7625, -0.5187], [-0.6280, -1.2185, 0.3399], [0.1742, -1.0107, -1.5006], [1.5923, -0.8575, -1.0193], [2.5554, -1.7835, -1.3894], [3.8720, -1.7026, -0.9431], [4.1839, -0.6586, -0.1080], [3.2206, 0.2739, 0.2768], [1.9221, 0.1958, -0.1606], [1.1953, 0.9257, 0.1542], [3.7943, 1.2045, 1.1051], [5.1468, 0.8246, 1.2340], [5.3859, -0.3366, 0.4691], [5.7950, 1.6413, 0.8768], [5.3736, 0.6214, 2.2935], [4.6161, -2.4234, -1.2373], [2.2769, -2.5947, -2.0438], [-0.2704, -0.0179, -1.7016], [0.1589, -1.5802, -2.4343], [-2.5012, -1.1742, -1.2502], [-1.8533, -2.7161, -1.8403]]
}

Run Q
{
  "formula": "C19H22N2O4",
  "method": "ωB97M-V with the def2-TZVPD basis set",
  "e_lumo_ev": 0.71,
  "charge": 0,
  "e_homo_ev": -8.36,
  "elements": ["C", "H", "O", "C", "C", "C", "C", "C", "C", "H", "H", "C", "N", "C", "O", "C", "H", "H", "H", "H", "C", "H", "H", "C", "N", "C", "O", "C", "C", "C", "C", "O", "H", "H", "H", "C", "C", "H", "H", "H", "H", "H", "H", "H", "H", "H", "H"],
  "xyz": [[2.9104, -1.6903, -5.6356], [3.2503, -0.6526, -5.5571], [3.0835, -2.3841, -4.4238], [2.4210, -1.9387, -3.3208], [2.6264, -2.6647, -2.1488], [2.0050, -2.2986, -0.9727], [1.1574, -1.1971, -0.9254], [0.9539, -0.4815, -2.0994], [1.5732, -0.8377, -3.2835], [1.3832, -0.2490, -4.1668], [0.2985, 0.3745, -2.0952], [0.4347, -0.7418, 0.3378], [0.7727, 0.6620, 0.5952], [0.1959, 1.7980, 0.1399], [-0.7390, 1.8388, -0.6368], [0.8415, 3.0414, 0.7094], [0.3859, 3.9184, 0.2597], [0.6762, 3.0661, 1.7853], [1.9115, 3.0436, 0.5131], [1.5516, 0.7883, 1.2227], [-1.0834, -0.9382, 0.1413], [-1.2452, -1.8693, -0.4030], [-1.4602, -0.1171, -0.4648], [-1.8317, -0.9858, 1.4870], [-1.0805, -0.2985, 2.5107], [-1.1796, 1.0225, 2.8038], [-0.3047, 1.6211, 3.4116], [-2.4276, 1.7187, 2.4142], [-3.7570, 1.3987, 2.5311], [-4.4735, 2.5390, 2.1080], [-3.5309, 3.4645, 1.7721], [-2.3030, 2.9834, 1.9695], [-3.6136, 4.4622, 1.3887], [-5.5372, 2.6506, 2.0621], [-4.1720, 0.4826, 2.9009], [0.1582, -0.9769, 2.8417], [0.8455, -1.5387, 1.5854], [0.5503, -2.5775, 1.4346], [1.9274, -1.5057, 1.7209], [0.7912, -0.2481, 3.3518], [-0.0614, -1.7901, 3.5427], [-2.8156, -0.5374, 1.3766], [-1.9570, -2.0207, 1.8213], [2.1942, -2.8931, -0.0933], [3.2835, -3.5193, -2.1837], [1.8658, -1.7067, -5.9627], [3.5242, -2.2153, -6.3659]]
}

Which of them is most stable? Easy: run Q.

Run P
{
  "formula": "C4H9N",
  "method": "ωB97M-V with the def2-TZVPD basis set",
  "e_lumo_ev": 0.87,
  "charge": 0,
  "e_homo_ev": -8.45,
  "elements": ["C", "C", "H", "H", "H", "H", "C", "C", "N", "H", "H", "H", "H", "H"],
  "xyz": [[-3.9193, -1.0581, 0.7487], [-4.5189, -0.3611, -0.1864], [-3.0513, -0.7702, 1.3480], [-4.1156, -2.1140, 0.8894], [-4.2789, 0.6415, -0.5128], [-5.3132, -0.8307, -0.7725], [4.0054, 1.0649, 0.3187], [3.2567, 0.5476, -0.6871], [2.1973, -0.3943, -0.4850], [4.4884, 0.4841, 1.0970], [4.4073, 2.0538, 0.0959], [3.2794, 1.1106, -1.6144], [1.3436, 0.0688, -0.7645], [2.2190, -0.4429, 0.5251]]
}

Run Q
{
  "formula": "C4H9N",
  "method": "ωB97M-V with the def2-TZVPD basis set",
  "e_lumo_ev": 1.05,
  "charge": 0,
  "e_homo_ev": -9.30,
  "elements": ["C", "C", "C", "C", "H", "H", "H", "H", "H", "H", "H", "H", "H", "N"],
  "xyz": [[-0.4200, 0.8833, 0.7602], [-0.5948, -0.4649, 0.1140], [0.4068, -0.8237, -0.8896], [0.3079, -1.0275, -2.2417], [0.6611, 1.9732, 2.0486], [0.4415, 0.5745, 2.6154], [-1.2934, 1.2868, 1.3048], [-0.1151, 1.5994, -0.0224], [-1.5532, -0.5202, -0.3525], [-0.5600, -1.1203, 1.0773], [1.4834, -0.9773, -0.4351], [-0.6354, -0.9271, -2.8755], [1.1927, -1.4411, -2.8152], [0.6787, 0.9849, 1.7117]]
}

Run R
{
  "formula": "C4H9N",
  "method": "ωB97M-V with the def2-TZVPD basis set",
  "e_lumo_ev": 0.97,
  "charge": 0,
  "e_homo_ev": -9.50,
  "elements": ["C", "N", "H", "H", "H", "C", "C", "C", "H", "H", "H", "H", "H", "H"],
  "xyz": [[2.3836, 2.3449, -1.3321], [2.6872, 2.3279, -2.5547], [1.4289, 1.8977, -1.0566], [2.9596, 2.7931, -0.5246], [3.5597, 2.8425, -2.6876], [-2.1842, -0.8601, 0.2711], [-1.3454, -1.1823, 1.4823], [-0.4788, -2.1947, 1.4688], [-1.7201, -1.0763, -0.6868], [-2.4961, 0.1773, 0.1948], [-3.0885, -1.4734, 0.3406], [-1.4223, -0.4882, 2.3059], [0.3279, -2.2720, 2.1765], [-0.6113, -2.8364, 0.6023]]
}

Which of them is most stable? Easy: run Q.